[1]
Formula: C26H34BN13OPRbSe
Source: the Open Molecules 2025 dataset
Level of theory: wB97M-V/def2-TZVPD

```
78
Properties=species:S:1:pos:R:3:forces:R:3
Rb 0.14549 0.55225 0.47124 0.089 -0.025 -0.104
C 1.68426 -4.84058 0.61022 0.024 -0.006 0.007
C 0.90254 -3.68860 0.81890 0.143 -0.081 0.093
N 1.53029 -2.60759 0.38520 -0.323 0.230 0.109
N 2.71096 -3.01645 -0.09716 0.143 -0.227 -0.004
C 2.83364 -4.35621 0.02084 -0.059 -0.061 0.039
B 3.76012 -2.05378 -0.67871 -0.337 0.222 0.131
N 3.20030 -1.34253 -1.93742 0.153 -0.192 -0.247
C 3.55003 -1.56969 -3.21992 -0.007 0.085 -0.087
C 2.85458 -0.68010 -4.01619 0.031 0.031 -0.017
C 2.08951 0.06266 -3.09765 0.130 -0.030 -0.123
N 2.30692 -0.35280 -1.86057 -0.251 0.277 0.169
N 4.19923 -0.98997 0.34874 0.348 -0.128 -0.023
C 5.47619 -0.58906 0.53305 -0.003 0.053 0.103
C 5.47580 0.43191 1.45899 0.008 0.033 -0.060
C 4.11538 0.58713 1.78344 0.183 -0.105 0.005
N 3.36515 -0.27331 1.11364 -0.304 0.183 0.086
H 1.45505 -5.86458 0.85537 -0.015 0.013 0.011
H -0.07654 -3.60447 1.26591 -0.005 0.037 -0.043
H 3.72229 -4.87021 -0.30866 0.021 0.077 -0.017
H 4.73179 -2.69263 -1.00144 0.036 -0.064 -0.078
H 4.26515 -2.33249 -3.48355 0.018 0.001 0.093
H 2.90359 -0.58037 -5.08884 0.009 0.011 0.012
H 1.41572 0.88708 -3.27524 -0.023 -0.002 0.040
H 6.28934 -1.06149 0.00608 -0.046 -0.011 -0.035
H 6.32161 0.98841 1.82744 -0.003 -0.022 0.021
H 3.66517 1.27388 2.48360 -0.056 0.006 -0.041
C -4.82688 -3.76679 -1.14400 0.129 -0.061 -0.065
N -4.48602 -2.54074 -0.46193 0.063 0.090 -0.117
C -4.56466 -2.30636 0.88547 -0.050 0.068 0.117
C -4.05283 -1.05508 1.08675 -0.068 0.019 -0.015
N -3.64830 -0.52455 -0.10501 0.127 0.005 -0.143
C -3.88949 -1.44369 -1.01609 -0.151 0.053 0.076
P -3.51112 -1.28660 -2.79639 0.157 0.004 0.017
C -1.87931 -2.10769 -2.77843 0.049 -0.307 0.115
N -1.58353 -3.06723 -1.92389 -0.223 0.103 0.105
C -0.29796 -3.43973 -2.20678 0.042 0.015 -0.191
C 0.17766 -2.70745 -3.25587 0.007 -0.298 0.055
N -0.84911 -1.88328 -3.63709 -0.103 0.141 -0.054
C -0.79276 -0.88880 -4.68386 0.065 0.070 -0.033
C -2.92407 0.43064 -2.77136 -0.130 -0.012 0.105
N -1.79154 0.83086 -2.24123 0.149 -0.012 0.147
C -1.78284 2.19795 -2.30709 -0.099 0.110 -0.018
C -2.94030 2.61859 -2.90988 0.042 0.025 -0.048
N -3.66604 1.49072 -3.20740 0.171 -0.037 0.092
C -4.93875 1.44115 -3.88516 -0.035 -0.046 -0.099
H -5.46124 -4.37255 -0.49932 -0.008 0.040 0.004
H -3.91923 -4.31685 -1.39047 0.035 -0.053 -0.002
H -5.36411 -3.54413 -2.06773 -0.015 0.001 0.034
H -4.96299 -3.03179 1.57504 0.024 -0.016 -0.037
H -3.92769 -0.51517 2.01160 -0.009 -0.086 0.006
H 0.21522 -4.18136 -1.61643 0.024 0.030 -0.075
H 1.14286 -2.67424 -3.73291 -0.040 0.054 0.018
H -0.08458 -1.20725 -5.44693 -0.015 -0.069 0.010
H -0.47653 0.07067 -4.28309 -0.027 0.051 0.009
H -1.77854 -0.77493 -5.13528 -0.006 -0.016 -0.030
H -0.99500 2.78226 -1.82042 -0.033 0.016 -0.057
H -3.31408 3.60079 -3.14793 -0.004 -0.001 0.053
H -5.38142 2.43501 -3.88508 0.007 0.005 0.042
H -5.61579 0.75269 -3.38221 -0.007 0.030 0.042
H -4.82089 1.10995 -4.91994 -0.008 0.016 0.012
Se -3.56882 -1.15613 5.55913 -0.617 -0.277 0.638
C -2.41498 -0.63643 4.29728 0.685 0.286 -0.782
N -1.68143 -0.30579 3.45589 -0.031 0.009 0.052
C 0.65699 5.68424 -0.68944 -0.050 -0.175 0.091
C 0.15288 4.58848 0.30002 0.064 0.632 0.208
C 1.09466 4.63815 1.53914 -0.114 -0.099 -0.211
C -1.25224 5.04756 0.79063 0.195 -0.149 -0.072
O 0.12879 3.37061 -0.27008 -0.073 -0.487 -0.090
H 0.72578 6.67027 -0.21421 0.021 0.030 -0.039
H -0.03086 5.75149 -1.53779 0.009 -0.031 -0.012
H 1.64103 5.39560 -1.06716 0.000 0.005 0.002
H 1.14882 5.64094 1.97856 0.029 -0.016 0.061
H 2.09593 4.32169 1.23593 0.006 0.013 -0.001
H 0.72835 3.93716 2.29384 0.013 0.011 0.017
H -1.21701 6.04394 1.24622 -0.071 0.008 0.039
H -1.62320 4.32727 1.52347 -0.038 0.025 -0.003
H -1.94814 5.06821 -0.05299 0.010 -0.023 -0.012
```
Positions in Å, forces in eV/Å.

Calculated values
Electronic energy in eV: -124903.29852
Orbital gap in eV: 5.9
2S+1: 1
E_LUMO in hartree: 0.138
Net charge: -2

These are the Löwdin partial charges, in e, on atoms 1 to 4: 0.55 -0.10 -0.19 0.06

***

[2]
Formula: C26H34BrFN2SeSiV
Source: the Open Molecules 2025 dataset
Level of theory: wB97M-V/def2-TZVPD

```
67
Properties=species:S:1:pos:R:3:forces:R:3
V -0.47319 0.39180 0.11626 0.593 1.573 0.729
C -1.60627 -1.88932 -3.95368 -0.082 0.171 -0.080
C -1.96454 -0.44962 -3.55827 0.237 -0.155 0.060
C -0.71423 0.40722 -3.36228 -0.187 0.049 -0.088
C -2.99096 -0.38112 -2.43389 0.027 -0.072 0.045
C -4.28245 -0.07050 -2.84847 0.024 0.056 0.187
C -5.32710 0.05148 -1.95557 0.060 -0.032 0.104
C -5.09429 -0.17407 -0.61491 0.043 0.010 -0.122
C -3.83543 -0.51127 -0.12954 0.198 -0.226 -0.131
C -3.76191 -0.74157 1.37306 0.208 0.073 0.113
C -3.19859 0.48655 2.09471 -0.100 -0.242 -0.087
C -3.07550 -2.03022 1.81698 -0.122 0.107 -0.009
C -2.76648 -0.60252 -1.05197 -1.916 0.333 -0.631
N -1.45148 -0.86687 -0.60647 -0.732 -1.158 -0.516
C -0.93593 -2.12093 -0.80879 0.840 -1.802 -0.329
C -1.72862 -3.26260 -1.01713 0.191 0.310 0.149
C -1.14000 -4.49830 -1.19209 -0.025 -0.055 -0.031
C 0.24105 -4.64850 -1.16485 -0.061 0.193 0.077
C 1.05463 -3.53789 -0.97995 0.038 0.268 -0.001
C 0.45332 -2.31546 -0.80853 -0.379 -0.160 -0.230
F 1.23242 -1.17437 -0.69071 -0.551 -0.041 0.192
H -1.22310 -1.90061 -4.97050 0.106 0.005 -0.092
H -2.49279 -2.51825 -3.93388 -0.044 -0.143 0.019
H -0.84878 -2.32189 -3.30543 0.039 -0.047 -0.027
H -2.47765 -0.02065 -4.42494 0.035 -0.043 0.123
H -0.10131 0.08139 -2.51465 0.019 0.040 -0.177
H -0.99433 1.45288 -3.21800 0.149 -0.046 0.054
H -0.10393 0.34103 -4.25972 0.133 -0.001 -0.048
H -4.47470 0.08755 -3.89833 0.063 0.017 -0.142
H -6.31511 0.30778 -2.30165 -0.142 0.011 -0.054
H -5.91364 -0.09631 0.08067 -0.129 -0.021 0.153
H -4.79953 -0.83740 1.70630 0.059 0.066 -0.102
H -2.11355 0.57578 1.95007 -0.173 0.090 0.141
H -3.38876 0.41124 3.16236 0.062 0.012 0.135
H -3.67689 1.38865 1.71321 0.126 0.108 0.062
H -2.04032 -2.09727 1.49539 0.089 -0.030 0.008
H -3.60560 -2.89609 1.43153 0.004 -0.158 -0.055
H -3.09503 -2.08957 2.90205 -0.002 -0.047 0.146
H -2.80295 -3.14933 -1.02973 -0.043 -0.019 -0.045
H -1.76652 -5.35758 -1.36707 -0.076 -0.114 0.038
H 0.69092 -5.62163 -1.28256 0.019 -0.071 -0.068
H 2.13042 -3.61231 -0.98770 0.118 0.000 0.007
Br 0.45381 -0.91613 2.37392 -0.065 0.183 -0.092
C 1.67528 0.43802 1.83016 0.744 0.051 0.563
C 2.84344 0.69412 2.52195 -0.272 -0.143 -0.062
C 3.62703 1.74764 2.07130 -0.199 -0.002 -0.169
C 3.22960 2.46113 0.94654 -0.198 -0.206 -0.054
C 2.06611 2.08592 0.29453 0.471 0.685 -0.326
N 1.28895 1.10557 0.75308 0.886 -0.211 0.481
H 3.12471 0.09552 3.37348 -0.019 -0.008 0.099
H 4.53681 2.00148 2.59245 0.092 0.029 0.048
H 3.81237 3.29130 0.58136 0.045 0.015 -0.104
H 1.72460 2.56896 -0.61872 0.085 -0.009 0.273
C -4.52304 3.82503 -0.64274 0.755 0.299 0.072
Si -2.78666 4.58746 -0.59981 0.470 -0.592 0.221
C -1.99565 5.19067 -2.21487 -0.320 -0.351 0.647
C -2.13830 5.27895 1.04613 -0.234 -0.248 -0.693
Se -1.38148 2.28792 -0.37119 -0.650 1.304 -0.305
H -5.24596 4.52399 -1.05721 -0.017 0.206 -0.121
H -4.86776 3.56122 0.35458 0.111 0.027 0.155
H -4.54948 2.92169 -1.25160 0.130 -0.003 -0.119
H -2.32616 6.20104 -2.44564 -0.124 0.181 0.051
H -2.26416 4.56026 -3.06119 -0.145 -0.099 0.048
H -0.90804 5.20923 -2.15120 0.001 0.008 0.189
H -2.65136 6.18992 1.34306 -0.184 0.157 -0.062
H -1.07675 5.51093 0.98078 0.058 0.002 -0.154
H -2.26703 4.55329 1.84880 -0.138 -0.084 -0.064
```
Positions in Å, forces in eV/Å.

Calculated values
Electronic energy in eV: -202151.79460
Orbital gap (spin up / spin down) in eV: 6.5 / 7.6
2S+1: 2
⟨S²⟩: 1.0916
E_LUMO (spin up / spin down) in hartree: -0.273 / -0.236
Net charge: +2

These are the Löwdin partial charges, in e, on atoms 1 to 4: 0.42 -0.03 -0.34 -0.07

***

[3]
Formula: C26H34CdNPS4Se2
Source: the Open Molecules 2025 dataset
Level of theory: wB97M-V/def2-TZVPD

```
69
Properties=species:S:1:pos:R:3:forces:R:3
Cd -0.20620 -0.03568 -0.82043 0.060 -0.012 0.030
C -1.79075 2.78359 2.03088 -0.024 -0.011 -0.087
C -2.58473 1.74925 1.22345 0.132 0.190 -0.013
S -1.68470 0.19750 1.39689 0.135 -0.275 0.111
C -2.91112 -1.13569 1.38249 -0.059 -0.098 -0.055
C -2.34875 -2.29206 2.20678 -0.003 0.025 -0.004
S -0.76633 -2.90960 1.54837 -0.040 0.030 -0.117
C 0.33445 -2.73781 2.97181 0.014 0.026 0.052
C 0.69919 -1.30952 3.35885 0.020 -0.131 0.024
S 1.56625 -0.48834 2.00707 0.073 0.117 -0.130
C 1.89574 1.11547 2.78176 0.032 -0.018 0.070
C 0.69294 1.99613 3.12252 0.095 -0.083 -0.015
S -0.00367 2.76710 1.63752 -0.139 0.028 -0.110
H -1.89491 2.59232 3.09854 -0.024 0.034 0.002
H -2.16097 3.78767 1.82872 -0.035 -0.008 -0.023
H -2.61134 2.03147 0.17227 -0.089 0.014 -0.012
H -3.60634 1.64040 1.58719 0.017 0.012 0.091
H -3.10261 -1.45926 0.36018 -0.004 -0.016 0.006
H -3.83931 -0.76815 1.82190 -0.010 -0.009 0.018
H -3.05495 -3.12179 2.19870 -0.053 0.034 0.013
H -2.19486 -1.97929 3.24065 -0.011 -0.027 -0.002
H 1.22815 -3.29092 2.67506 0.013 0.017 0.039
H -0.09704 -3.25817 3.82805 0.006 0.010 0.021
H 1.35157 -1.32855 4.23575 -0.020 0.002 0.007
H -0.20164 -0.74780 3.60434 -0.041 0.011 0.043
H 2.55910 1.62516 2.08019 -0.013 0.029 0.017
H 2.46796 0.93176 3.69319 0.037 0.017 0.007
H 1.02415 2.77921 3.80539 0.006 0.002 0.037
H -0.08818 1.42386 3.62067 0.016 -0.033 -0.005
Se 2.28160 0.78476 -1.47460 -0.191 -0.002 0.089
P 1.04181 1.95946 -2.82747 0.070 0.144 0.055
Se -0.92871 2.35949 -2.01511 0.067 0.074 -0.032
C 1.93559 3.48096 -3.23676 0.079 0.085 0.051
C 3.11355 3.37085 -3.97724 -0.036 -0.013 -0.062
C 3.88546 4.49294 -4.22488 -0.044 0.029 0.026
C 3.48856 5.73136 -3.72937 -0.009 -0.045 -0.009
C 2.31746 5.84466 -2.99600 -0.063 -0.098 0.009
C 1.53791 4.71830 -2.74570 0.063 0.040 -0.060
C 0.81585 1.09824 -4.39990 -0.039 -0.127 -0.158
C 1.20330 -0.22462 -4.56257 -0.101 -0.037 -0.115
C 0.91037 -0.89264 -5.74930 0.027 0.052 0.092
C 0.24828 -0.23345 -6.77067 -0.011 0.054 0.013
C -0.13297 1.09758 -6.61283 0.020 -0.047 0.031
C 0.13865 1.75865 -5.42882 0.061 -0.013 0.001
H 3.42281 2.40451 -4.36091 -0.002 0.018 0.024
H 4.79725 4.40328 -4.80198 -0.020 0.004 0.017
H 4.09676 6.60713 -3.91787 -0.016 -0.006 -0.002
H 2.00698 6.80903 -2.61303 0.004 -0.032 -0.010
H 0.62326 4.79672 -2.17088 0.013 -0.006 0.016
H 1.71221 -0.73635 -3.75707 0.011 -0.022 0.006
H 1.19104 -1.93206 -5.86121 -0.004 0.021 0.011
H 0.01626 -0.75554 -7.69083 0.009 0.016 0.020
H -0.65573 1.61192 -7.40943 0.011 -0.010 0.015
H -0.18440 2.78462 -5.29438 0.006 0.000 0.006
C -3.24346 -0.72486 -2.32360 -0.030 -0.020 -0.036
C -2.24751 -1.83871 -2.39622 0.123 0.013 0.220
C -2.34386 -3.03790 -3.06001 0.140 -0.154 -0.047
C -1.09977 -3.71264 -2.87481 -0.195 0.042 -0.076
C -0.31174 -2.89369 -2.10198 -0.197 0.174 0.074
C 1.09336 -3.11900 -1.64476 -0.027 -0.012 0.057
N -1.01719 -1.75027 -1.78249 0.148 -0.215 -0.273
H -4.23085 -1.08387 -2.61827 0.016 0.013 0.008
H -2.98160 0.11241 -2.97488 0.036 -0.006 -0.029
H -3.32865 -0.31508 -1.31160 -0.016 0.040 -0.011
H -3.20177 -3.38342 -3.62109 0.062 0.018 0.037
H -0.81624 -4.68289 -3.26042 -0.026 0.066 0.030
H 1.41153 -4.12940 -1.90434 -0.015 0.015 -0.001
H 1.19437 -3.01079 -0.56041 -0.012 0.017 0.030
H 1.80354 -2.42232 -2.09807 -0.002 0.050 -0.030
```
Positions in Å, forces in eV/Å.

Calculated values
Electronic energy in eV: -216893.44717
Orbital gap in eV: 6.8
2S+1: 1
Relative energy (zero: lowest compared OMol25 entry of this formula, charge and spin) in eV: 0.000
E_LUMO in hartree: 0.008
Net charge: 0

These are the Löwdin partial charges, in e, on atoms 1 to 4: 1.05 -0.52 -0.52 0.76

***

Look up the 2S+1 of the third one. 1

***

2S+1 of number 1 (C26H34BN13OPRbSe)? 1

***

The lowest net charge belongs to which entry? C26H34BN13OPRbSe